[1]
C5H12N2 in the gas phase, computed with the ωB97M-V functional and the def2-TZVPD basis.

```
19
Properties=species:S:1:pos:R:3
C 2.899 0.629 -1.179
C 1.860 0.727 -0.341
C 0.560 -0.084 -0.507
C -0.610 0.493 0.294
N -0.389 0.434 1.746
C -1.946 -0.148 -0.048
N -1.977 -1.608 0.340
H 3.001 0.024 -2.063
H 3.815 1.323 -1.064
H 1.805 1.570 0.355
H 0.233 -0.253 -1.524
H 0.647 -1.080 -0.016
H -0.700 1.601 0.167
H 0.518 0.379 2.190
H -1.116 -0.096 2.180
H -2.275 0.064 -1.070
H -2.803 0.213 0.504
H -1.084 -2.049 0.437
H -2.438 -2.138 -0.400
```

LUMO energy (eV): 1.08
Gap between HOMO and LUMO (eV): 9.78
SMILES: C=CC[C@H](N)CN
Energy (eV): -8358.2204
ΔE to the lowest compared entry with this formula, charge and spin (kcal/mol): 44.18



[2]
C5H12N2 in the gas phase, computed with the ωB97M-V functional and the def2-TZVPD basis.

```
19
Properties=species:S:1:pos:R:3
C 3.500 -0.474 -0.253
N 2.272 -0.352 0.471
C 1.030 -0.505 -0.180
C -0.230 -0.411 0.318
C -1.236 0.321 -0.549
C -2.370 1.026 0.203
N -3.394 0.107 0.672
H 3.787 -1.478 -0.594
H 3.450 0.161 -1.155
H 4.291 -0.056 0.359
H 2.367 -0.016 1.412
H 1.074 -0.539 -1.270
H -0.531 -1.057 1.145
H -1.646 -0.215 -1.403
H -0.661 1.146 -0.999
H -2.025 1.457 1.137
H -2.716 1.766 -0.517
H -3.947 -0.271 -0.078
H -3.016 -0.608 1.282
```

LUMO energy (eV): 1.08
Gap between HOMO and LUMO (eV): 8.38
SMILES: CN/C=C/CCN
Energy (eV): -8357.6568
ΔE to the lowest compared entry with this formula, charge and spin (kcal/mol): 57.18



[3]
C5H12N2 in the gas phase, computed with the ωB97M-V functional and the def2-TZVPD basis.

```
19
Properties=species:S:1:pos:R:3
N -1.900 1.600 0.973
C -0.816 1.637 0.037
C 0.221 0.494 0.268
C -0.557 -0.817 0.186
C 0.399 -1.957 -0.045
C 1.397 -1.240 -0.982
N 1.450 0.165 -0.528
H -2.730 1.079 0.770
H -1.993 2.379 1.606
H -1.070 1.605 -1.033
H -0.194 2.519 0.209
H 0.694 0.675 1.264
H -1.361 -1.059 0.923
H -1.124 -0.684 -0.763
H 0.097 -2.897 -0.533
H 0.989 -2.158 0.882
H 2.380 -1.636 -0.721
H 1.143 -1.272 -2.024
H 2.282 0.391 -0.016
```

LUMO energy (eV): 1.17
Gap between HOMO and LUMO (eV): 9.42
SMILES: NC[C@H]1CCCN1
Energy (eV): -8358.6670
ΔE to the lowest compared entry with this formula, charge and spin (kcal/mol): 33.88



[4]
A molecular structure, C5H12N2, computed with the ωB97M-V functional and the def2-TZVPD basis.

```
19
Properties=species:S:1:pos:R:3
C 1.303 0.636 1.399
C 0.976 -1.621 -0.289
C 0.600 0.458 0.060
N 1.067 0.963 -1.048
H 0.336 1.395 -1.616
H 2.380 0.530 1.266
H 1.073 1.639 1.768
H 2.011 -1.314 -0.141
H 0.845 -1.746 -1.362
H 0.957 -2.564 0.252
H 0.957 -0.101 2.124
C -1.885 0.862 -0.670
C -0.947 0.141 0.289
N -0.853 -1.271 0.142
H -1.242 -1.544 -0.761
H -1.196 0.401 1.322
H -1.701 1.940 -0.671
H -2.922 0.695 -0.370
H -1.761 0.500 -1.694
```

LUMO energy (eV): 0.38
Gap between HOMO and LUMO (eV): 9.29
Energy (eV): -8355.6204
ΔE to the lowest compared entry with this formula, charge and spin (kcal/mol): 104.14



[5]
A molecular structure, C5H12N2, computed with the ωB97M-V functional and the def2-TZVPD basis.

```
19
Properties=species:S:1:pos:R:3
C 1.225 0.301 -1.784
C 0.843 0.066 0.826
C 1.843 0.840 1.289
H 0.925 -1.011 0.928
H 2.136 -0.251 -1.572
H 1.062 0.246 -2.866
H 1.362 1.357 -1.598
H 2.779 0.410 1.612
H 1.800 1.913 1.200
C -1.523 -0.354 0.119
N -1.405 -0.486 -1.161
N -2.214 -1.226 0.902
C -0.593 0.585 0.821
H -0.037 -0.171 -1.649
H -1.933 -1.230 -1.606
H -2.029 -1.261 1.888
H -2.701 -2.003 0.485
H -0.932 0.724 1.850
H -0.607 1.552 0.317
```

LUMO energy (eV): 0.76
Gap between HOMO and LUMO (eV): 8.60
Energy (eV): -8357.0019
ΔE to the lowest compared entry with this formula, charge and spin (kcal/mol): 72.28



[6]
A molecular structure, C5H12N2, computed with the ωB97M-V functional and the def2-TZVPD basis.

```
19
Properties=species:S:1:pos:R:3
C -2.840 0.491 1.237
C -2.841 -0.363 -0.015
C 0.515 0.439 0.032
C 3.251 -0.035 0.626
C 1.774 0.065 -0.708
N 2.749 -0.968 -0.146
N -2.279 0.020 -1.149
H -2.742 1.552 1.159
H -1.923 -0.141 0.821
H -2.964 0.061 2.222
H -3.495 -1.238 -0.010
H -0.092 1.093 -0.612
H 0.790 1.020 0.916
H 4.133 0.532 0.265
H 3.157 -0.022 1.709
H 2.261 0.940 -1.181
H 1.402 -0.543 -1.571
H -2.897 0.071 -1.952
H -0.057 -0.440 0.317
```

LUMO energy (eV): 0.12
Gap between HOMO and LUMO (eV): 7.77
Energy (eV): -8351.5186
ΔE to the lowest compared entry with this formula, charge and spin (kcal/mol): 198.73



[7]
C5H12N2 in the gas phase, computed with the ωB97M-V functional and the def2-TZVPD basis.

```
19
Properties=species:S:1:pos:R:3
C -1.321 -1.370 -0.819
C -0.137 -0.750 -0.587
C -0.068 0.562 0.162
C -1.250 0.909 1.125
N -1.236 2.284 1.539
N 1.009 -1.191 -1.195
C 2.377 -0.792 -0.939
H -2.233 -0.951 -0.442
H -1.451 -2.325 -1.304
H 0.232 1.287 -0.608
H 0.799 0.594 0.833
H -2.115 0.648 0.534
H -1.096 0.200 1.947
H -0.445 2.477 2.120
H -2.073 2.560 2.045
H 0.820 -1.997 -1.759
H 2.926 -1.605 -0.453
H 2.347 0.092 -0.324
H 2.914 -0.634 -1.877
```

LUMO energy (eV): 1.04
Gap between HOMO and LUMO (eV): 8.52
SMILES: C=C(CCN)NC
Energy (eV): -8358.5821
ΔE to the lowest compared entry with this formula, charge and spin (kcal/mol): 35.84



[8]
C5H12N2 in the gas phase, computed with the ωB97M-V functional and the def2-TZVPD basis.

```
19
Properties=species:S:1:pos:R:3
N -0.604 -1.588 -2.020
C -0.923 -1.285 -0.647
C -0.226 0.021 -0.369
C 1.185 -0.330 0.106
C 1.396 0.866 1.061
C 0.113 1.641 1.326
N -0.978 0.797 0.702
H 0.266 -1.100 -2.265
H -0.486 -2.578 -2.162
H -0.652 -2.232 -0.073
H -2.049 -1.161 -0.494
H -0.428 0.714 -1.103
H 1.752 -0.356 -0.716
H 1.276 -1.191 0.773
H 1.779 0.665 2.038
H 2.138 1.537 0.574
H 0.229 2.604 0.861
H -0.167 1.768 2.373
H -1.854 1.391 0.561
```

LUMO energy (eV): 1.13
Gap between HOMO and LUMO (eV): 9.48
SMILES: NC[C@@H]1CCCN1
Energy (eV): -8357.7084
ΔE to the lowest compared entry with this formula, charge and spin (kcal/mol): 55.99



[9]
A gas-phase ion, C5H12N2 (charge +1), computed with the ωB97M-V functional and the def2-TZVPD basis.

```
19
Properties=species:S:1:pos:R:3
C -1.840 0.557 -1.097
C -0.570 1.110 -0.581
C 0.679 0.351 -1.016
C 0.637 -1.086 -0.565
N 0.217 -1.224 0.893
C 1.158 -0.690 1.815
N 0.944 0.077 2.827
H -2.325 -0.315 -0.520
H -1.923 0.365 -2.209
H -2.699 1.385 -0.820
H -0.437 2.271 -0.893
H -0.715 1.019 0.565
H 0.796 0.266 -2.172
H 1.710 0.622 -0.641
H 1.645 -1.528 -0.650
H -0.245 -1.482 -1.165
H -0.681 -0.842 1.169
H 2.105 -0.981 1.434
H 1.543 0.125 3.626
```

LUMO energy (alpha / beta) (eV): -4.44 / -8.82
Gap between HOMO and LUMO (alpha / beta) (eV): 10.42 / 5.99
Total charge: +1
2S+1: 2
<S²>: 0.784
Energy (eV): -8348.8136
ΔE to the lowest compared entry with this formula, charge and spin (kcal/mol): 86.59



[10]
A gas-phase ion, C5H12N2 (charge +1), computed with the ωB97M-V functional and the def2-TZVPD basis.

```
19
Properties=species:S:1:pos:R:3
C -1.776 0.954 -0.237
C -1.529 -0.074 0.892
C -0.137 -0.641 1.010
N 3.350 0.155 -0.145
C 2.234 -0.528 0.327
C 0.959 -0.170 0.037
N -1.672 0.295 -1.551
H -1.030 1.807 -0.183
H -2.746 1.396 -0.061
H -2.316 -0.912 0.797
H -1.837 0.564 1.762
H 0.410 -0.497 1.859
H -0.167 -1.807 0.901
H 4.013 -0.376 -0.599
H 3.004 0.707 -0.874
H 2.501 -1.521 0.844
H 0.846 0.136 -0.994
H -2.325 -0.477 -1.519
H -1.782 0.989 -2.267
```

LUMO energy (alpha / beta) (eV): -4.47 / -7.32
Gap between HOMO and LUMO (alpha / beta) (eV): 8.47 / 5.62
Total charge: +1
2S+1: 2
<S²>: 0.756
Energy (eV): -8349.9528
ΔE to the lowest compared entry with this formula, charge and spin (kcal/mol): 60.32



[11]
A gas-phase ion, C5H12N2 (charge +2), computed with the ωB97M-V functional and the def2-TZVPD basis.

```
19
Properties=species:S:1:pos:R:3
C 1.536 -1.551 -0.302
N 1.340 -0.354 0.053
C 2.083 0.768 -0.469
C 0.337 0.103 1.011
C -0.898 0.704 0.305
C -2.117 -0.215 0.273
N -3.058 -0.416 -0.577
H 0.962 -2.341 0.194
H 2.370 -1.841 -0.915
H 2.932 0.333 -1.125
H 1.388 1.394 -1.131
H 2.542 1.455 0.264
H 1.049 0.854 1.399
H -0.010 -0.470 1.895
H -0.747 0.969 -0.707
H -1.212 1.581 0.769
H -2.079 -0.725 1.223
H -3.058 -0.202 -1.691
H -3.895 -0.818 -0.358
```

LUMO energy (eV): -9.10
Gap between HOMO and LUMO (eV): 11.74
Total charge: +2
SMILES: C=[N+](C)CCC=[NH2+]
Energy (eV): -8340.2568
ΔE to the lowest compared entry with this formula, charge and spin (kcal/mol): 45.25



[12]
2 unconnected molecules or ions with the total composition C5H12N2O, computed with the ωB97M-V functional and the def2-TZVPD basis.

```
20
Properties=species:S:1:pos:R:3
O -3.725 -0.275 1.321
C -2.601 -0.603 0.964
N 1.502 0.645 -0.601
C 2.770 0.217 -1.125
C 1.331 2.054 -0.916
C -1.402 -0.082 1.507
C -2.477 -1.857 0.081
N -0.171 -0.594 1.296
H 2.737 0.107 -2.243
H 3.671 0.815 -0.887
H 2.899 -0.825 -0.826
H 0.250 2.205 -0.873
H 1.811 2.396 -1.848
H 1.740 2.654 -0.061
H -1.562 0.349 2.487
H -3.371 -1.878 -0.552
H -1.694 -1.625 -0.648
H -2.468 -2.833 0.569
H 0.533 -0.404 1.996
H 0.228 -0.466 0.359
```

LUMO energy (eV): -2.45
Gap between HOMO and LUMO (eV): 3.91
Energy (eV): -10401.9059
ΔE to the lowest compared entry with this formula, charge and spin (kcal/mol): 150.31



Largest force on an atom for the records above, in order: 2.6 2.0 2.7 4.4 3.9 4.6 2.1 5.8 5.1 5.2 5.6 3.7 eV Å⁻¹